Entry 1:
C2H22Mn2O16 | the ωB97M-V functional and the def2-TZVPD basis

Summary:
gap between HOMO and LUMO (spin up / spin down)	0.266 / 0.259	Ha
LUMO level (spin up / spin down)	-8.247 / -8.424	eV
electronic energy	-97820.92243	eV
max |F|	4.76	eV/A

The geometry in ORCA input format:
```
! RIJCOSX wB97M-V def2-TZVPD def2/J DEFGRID3
* xyz 2 11
Mn -0.828 1.752 2.701
Mn 1.652 1.670 -1.186
C 0.163 0.137 0.288
O 0.908 -0.286 -0.609
O -0.691 -0.665 0.926
O 0.396 1.234 0.755
H -0.913 -1.515 0.469
C 0.172 3.933 -0.761
O 1.244 3.925 -0.074
O -0.592 5.041 -0.710
O -0.166 2.944 -1.412
H -0.015 5.698 -0.306
O -1.532 -2.860 -0.689
H -2.136 -3.258 -1.362
H -1.938 -2.986 0.118
O -2.335 2.204 1.002
H -2.284 2.108 0.069
H -3.292 2.407 1.155
O -2.190 -3.211 1.888
H -2.914 -2.726 2.290
H -2.588 -4.071 1.833
O 0.948 -4.352 1.238
H 0.968 -3.873 2.060
H 0.841 -3.707 0.565
O 0.710 0.165 3.462
H 1.130 -0.606 3.033
H 0.330 -0.223 4.254
O 1.753 -2.886 -1.007
H 1.474 -2.034 -0.713
H 1.527 -2.747 -1.909
O 0.755 0.878 -3.108
H -0.155 0.516 -3.152
H 1.232 0.626 -3.894
O -1.199 -1.179 -3.058
H -0.679 -1.973 -3.143
H -1.312 -1.160 -2.145
O 3.388 0.282 -1.951
H 3.734 -0.367 -1.332
H 3.066 -0.277 -2.626
O 0.448 3.483 2.461
H 0.192 4.232 3.000
H 0.716 3.730 1.562
*
```



Entry 2:
C2H22NO13 | the ωB97M-V functional and the def2-TZVPD basis

Summary:
gap between HOMO and LUMO	0.358	Ha
LUMO level	2.995	eV
electronic energy	-30543.29257	eV
max |F|	4.32	eV/A

The geometry in ORCA input format:
```
! RIJCOSX wB97M-V def2-TZVPD def2/J DEFGRID3
* xyz -1 1
O -1.490 1.711 -1.834
C -0.701 1.605 -0.922
N -0.272 0.373 -0.452
C -0.559 -0.905 -1.102
O -0.422 -0.981 -2.288
O -0.732 -1.861 -0.303
H -0.243 2.502 -0.416
H -0.079 0.324 0.571
H -3.352 -0.268 -0.100
H -2.209 -1.081 0.489
O -2.841 -0.363 0.752
H 1.114 -2.555 -2.273
H 0.721 -3.428 -1.133
O 1.471 -3.265 -1.777
H -2.146 1.067 1.359
H -2.236 2.353 2.230
O -1.616 1.799 1.844
H 1.695 -0.690 1.137
H 0.894 -0.610 2.494
O 1.322 -0.119 1.864
H 2.004 -0.709 -2.273
H 1.676 0.477 -1.354
O 2.375 -0.040 -1.720
H -2.755 0.610 -1.939
H -2.923 -0.825 -2.352
O -3.397 -0.170 -1.861
H 2.251 -2.535 -0.428
H 3.085 -1.358 -0.317
O 2.572 -1.864 0.281
H 1.495 3.180 0.256
H 2.743 2.823 -0.388
O 2.032 3.464 -0.495
H 0.159 2.484 1.905
H 1.442 1.625 2.104
O 1.115 2.562 1.804
H -0.516 -2.454 1.927
H -1.069 -1.073 2.160
O -0.609 -1.807 2.551
*
```



Entry 3:
C2H23FeO16P | the ωB97M-V functional and the def2-TZVPD basis

Summary:
gap between HOMO and LUMO (spin up / spin down)	0.141 / 0.140	Ha
LUMO level (spin up / spin down)	3.454 / 3.454	eV
electronic energy	-78886.87898	eV
max |F|	4.63	eV/A

The geometry in ORCA input format:
```
! RIJCOSX wB97M-V def2-TZVPD def2/J DEFGRID3
* xyz -2 5
Fe -0.943 -2.253 -1.127
P -3.347 -2.566 0.073
O -1.997 -3.350 0.184
O -3.407 -2.235 1.588
O -4.539 -3.169 -0.750
O -2.786 -1.538 -0.935
C 1.592 0.604 0.164
C 0.478 -0.045 0.912
O -0.358 -0.751 0.335
O 0.292 0.357 2.065
H 2.277 -0.123 -0.272
H 2.167 1.309 0.765
H 1.091 1.166 -0.624
O 1.819 0.466 4.335
H 2.656 0.869 4.105
H 1.378 0.334 3.496
O -0.660 -2.220 3.010
H 0.117 -2.360 3.551
H -0.493 -1.391 2.561
O -3.053 0.279 2.073
H -2.296 0.257 1.488
H -3.496 -0.556 1.923
O -2.585 1.449 -1.300
H -2.578 0.742 -0.655
H -3.356 1.971 -1.076
O -0.464 -0.725 -2.493
H -0.223 -0.564 -3.405
H -0.279 0.101 -2.046
O 1.858 2.082 -3.682
H 1.723 1.894 -4.611
H 0.980 2.247 -3.340
O 0.424 3.861 -1.154
H 0.036 3.890 -0.280
H -0.181 3.327 -1.668
O -1.390 1.935 3.565
H -2.194 1.537 3.232
H -0.686 1.416 3.176
O 3.268 -0.247 -2.902
H 4.220 -0.153 -2.950
H 2.933 0.641 -3.032
O 3.660 -2.803 -1.624
H 4.116 -2.115 -1.139
H 4.223 -3.572 -1.535
*
```



What is the electronic energy in the second record?
-30543.29257 eV



max |F| of number 2 (C2H22NO13)?
4.32 eV/A